No. 1
A structure of composition C20H37F9NO11Zr in a non-equilibrium geometry, computed with ωB97M-V with the def2-TZVPD basis set.

```
79
Properties=species:S:1:pos:R:3:forces:R:3
Zr 26.96281 13.21040 -1.38210 0.81 1.21 -0.86
C 25.28244 10.11031 -0.64158 0.61 1.34 -1.30
O 25.02894 9.67779 -2.01319 -0.42 -0.04 0.17
O 25.76954 11.43684 -0.75660 -0.94 -1.14 0.22
C 24.00476 9.87902 0.31978 -1.81 0.03 -2.30
F 22.89168 10.66227 -0.00687 1.06 -1.42 -0.72
F 23.58393 8.52492 0.40865 0.77 2.19 -0.70
F 24.24157 10.24654 1.50940 1.49 0.45 2.78
C 24.52508 8.36776 -2.29110 -0.22 -1.53 -1.34
C 24.49113 7.94622 -3.81062 -0.19 1.27 0.56
H 23.95215 7.00368 -3.90662 0.04 -0.03 0.34
H 23.87804 8.69840 -4.30705 0.08 -0.07 -0.35
H 25.43068 7.83863 -4.35264 0.17 0.19 0.34
H 23.46684 8.26686 -2.05015 0.12 0.30 0.67
H 25.09229 7.57165 -1.80884 0.12 0.32 0.63
H 26.03941 9.41748 -0.27403 0.24 0.04 0.43
C 29.77983 10.92450 -1.17638 -2.76 -0.60 -0.69
O 29.12017 9.58666 -1.39545 1.38 1.83 -0.84
O 28.71196 11.82789 -1.00195 0.37 0.55 0.45
C 30.83529 10.59949 -0.01627 -1.57 0.94 -0.51
F 30.99928 9.34063 0.20868 0.17 -2.74 -0.33
F 32.07638 11.04218 -0.26736 -0.21 1.14 -0.05
F 30.34734 11.04663 1.13600 0.22 1.41 0.86
C 29.28675 9.06825 -2.71310 -0.53 -1.62 0.22
C 28.37807 7.81297 -2.75096 0.58 1.52 -0.05
H 27.39362 8.25048 -2.58499 -0.30 -0.71 0.29
H 28.41020 7.33650 -3.73078 0.05 -0.12 0.10
H 28.75132 7.16860 -1.95500 -0.56 -0.22 -0.08
H 30.29113 8.69453 -2.91222 0.44 0.49 0.14
H 28.97758 9.72781 -3.52396 0.06 0.56 0.17
H 30.32066 11.29095 -2.04891 0.37 -0.60 -0.20
C 24.09739 15.31102 -1.80964 0.60 -3.44 0.84
O 23.41736 14.35230 -2.61877 -0.65 0.24 -0.61
O 25.27198 14.66484 -1.39542 1.75 -0.38 -0.26
C 24.25117 16.71279 -2.46180 0.36 1.15 -1.35
F 24.92502 16.80049 -3.64442 -0.60 -1.02 0.50
F 23.03306 17.26502 -2.66753 -0.06 -0.70 -0.08
F 24.88502 17.62077 -1.69967 0.16 -0.76 0.90
C 22.58748 13.28364 -1.92904 0.45 2.31 -1.86
C 22.21236 12.22977 -2.97067 1.05 -0.79 1.16
H 23.15437 11.89804 -3.40734 -0.08 0.09 -0.47
H 21.94849 11.37602 -2.34650 -0.37 -0.25 -0.06
H 21.42916 12.33765 -3.72104 0.20 0.77 0.21
H 21.71014 13.85609 -1.62793 -0.05 -0.38 0.70
H 23.19232 12.83754 -1.13957 -0.20 0.14 0.09
H 23.47537 15.45912 -0.92689 -0.10 0.56 0.29
C 29.24140 17.00951 -2.43221 -0.16 -0.18 0.05
C 29.31898 15.50933 -2.67482 0.04 0.78 -0.58
C 30.70349 14.97811 -2.40164 0.89 -1.56 0.45
O 28.26531 14.90156 -1.99399 -1.73 -3.09 0.94
H 28.42309 17.46197 -2.99235 -0.08 -0.04 0.11
H 30.17217 17.49409 -2.72709 0.01 0.12 0.18
H 29.03621 17.10329 -1.36582 0.20 0.46 0.06
H 29.19927 15.35796 -3.74760 -0.30 -0.19 -0.33
H 31.47493 15.24986 -3.12215 -0.35 0.47 -0.34
H 30.67204 13.89114 -2.47647 -0.15 -0.28 -0.06
H 31.19014 15.13147 -1.43844 -0.54 0.51 0.41
O 25.43172 10.74682 -4.24579 -0.56 -0.30 -2.90
C 26.13413 11.78396 -4.41424 0.76 0.83 0.31
O 26.38169 12.26891 -5.60144 -0.37 -0.31 0.55
O 26.65094 12.34952 -3.45218 0.80 1.27 0.07
H 25.56297 10.49238 -3.32947 -0.59 -0.99 2.12
C 28.33236 12.91248 2.57456 1.66 0.07 1.54
C 27.08923 12.96939 1.78658 -0.10 -0.22 0.31
C 25.91051 13.33366 2.72210 -0.46 -1.11 -2.54
O 24.82174 13.37380 1.75276 0.95 -0.08 0.42
C 23.59542 13.78820 2.27393 -0.04 0.17 0.92
N 27.27124 13.97916 0.65018 -0.30 -0.19 2.85
H 28.42075 13.81949 3.17258 0.04 0.13 0.32
H 29.30529 12.81005 2.09391 -0.43 0.04 -0.79
H 28.33859 12.05998 3.25375 -0.29 0.05 0.22
H 26.90869 11.95600 1.42804 -0.32 0.36 -0.66
H 26.06742 14.22770 3.32557 -0.18 0.47 -0.29
H 25.78310 12.49128 3.40200 -0.19 -0.06 0.18
H 22.74767 13.65557 1.60175 0.48 0.06 -0.50
H 23.71896 14.83412 2.55480 -0.57 0.21 0.21
H 23.35347 13.18049 3.14584 -0.11 0.09 0.38
H 26.66176 14.73406 0.93081 -1.10 0.24 -0.79
H 28.12922 14.43457 0.92688 0.96 -0.19 -0.89
```
Forces are in eV/Å.

## Properties
molar mass = 729.72 g/mol
highest occupied orbital energy (alpha / beta) = -9.169 / -9.167 eV
energy above the lowest of the compared OMol25 structures with the same formula, charge and spin = 0.0 kJ/mol
Kohn-Sham gap (alpha / beta) = 9.2 / 4.9 eV
2S+1 = 2
charge = 0
calculated total energy = -71089.72358 eV
<S²> = 0.75

=====

No. 2
A structure of composition C20H37N2O2P3Pd in a non-equilibrium geometry, computed with ωB97M-V with the def2-TZVPD basis set.

```
65
Properties=species:S:1:pos:R:3:forces:R:3
P -1.16543 1.76157 -2.73569 -0.20 1.14 -0.28
C -0.85488 3.51652 -2.77992 0.10 0.53 -0.11
H -1.41398 3.99071 -3.59600 0.04 -0.09 0.07
H 0.21339 3.71928 -2.93183 -0.18 -0.13 0.06
H -1.16126 3.96577 -1.82641 -0.02 -0.07 -0.22
C 0.04877 0.85707 -3.70316 0.43 -0.53 0.33
H -0.16046 -0.22297 -3.71609 0.00 0.49 -0.07
H 1.06188 1.01118 -3.30281 -0.34 0.09 -0.17
H 0.04202 1.21929 -4.74479 -0.19 0.08 0.33
C -2.82194 1.28481 -3.22041 -0.36 -0.18 0.29
H -3.03441 1.54318 -4.26374 0.23 0.08 0.07
H -3.55261 1.79567 -2.58216 0.09 0.01 -0.13
H -2.95653 0.20236 -3.10243 0.03 0.23 -0.05
P -2.45509 -0.46230 2.02117 -1.26 -0.25 1.30
C -2.57504 1.13505 2.88838 0.65 0.22 -0.61
H -3.29758 1.05351 3.71256 0.11 -0.13 -0.19
H -2.88962 1.90763 2.17287 0.00 -0.18 0.36
H -1.57769 1.39451 3.27309 -0.44 0.00 0.01
C -4.13626 -0.80356 1.38123 0.64 0.02 -0.72
H -4.18192 -1.80530 0.93363 -0.15 0.24 0.24
H -4.34770 -0.06052 0.59854 -0.15 -0.18 0.25
H -4.87175 -0.71314 2.18783 0.14 0.00 -0.01
C -2.11420 -1.69762 3.32882 0.68 -0.01 -0.53
H -3.00349 -1.83775 3.95514 0.08 0.08 -0.12
H -1.27545 -1.33231 3.93881 -0.30 -0.12 -0.07
H -1.82045 -2.65364 2.87175 -0.21 0.19 0.32
P 2.91723 -0.94318 1.52481 0.83 0.61 0.77
C 3.88884 0.18007 2.51043 0.36 0.14 0.20
H 4.91586 -0.18808 2.62245 -0.09 -0.01 -0.02
H 3.43768 0.28667 3.50545 0.08 -0.07 -0.17
H 3.92121 1.16559 2.02767 -0.08 -0.17 0.02
C 2.76715 -2.58129 2.23487 -0.52 -0.20 0.18
H 3.74483 -2.97239 2.54090 -0.01 0.23 -0.10
H 2.32437 -3.28805 1.52156 0.18 0.21 0.13
H 2.12422 -2.53335 3.12311 0.19 -0.03 -0.06
C 3.51630 -1.05502 -0.16502 -0.22 0.24 -0.55
H 4.36720 -1.75327 -0.21718 -0.23 0.11 0.26
H 3.86781 -0.07764 -0.52530 -0.09 -0.25 0.27
H 2.72887 -1.42395 -0.84063 0.31 0.16 0.27
Pd -0.64299 -1.43625 -0.27704 0.84 8.64 4.67
C -1.14582 1.26007 -0.95398 0.22 -1.04 1.94
O -1.33122 1.63569 0.15753 -0.43 -0.01 -2.54
C 1.18454 -0.29711 1.57216 -2.58 1.03 -0.12
O 0.42881 0.46036 2.10720 2.44 -2.06 -0.42
C -0.35032 -3.41751 0.18651 0.21 -2.22 1.34
C 0.55534 -3.03048 -0.80173 2.19 -1.74 -0.92
C 0.11719 -2.42241 -1.97633 1.62 -0.32 -2.17
C -1.23601 -2.12251 -2.12465 -0.71 -0.53 -2.24
C -2.16003 -2.50317 -1.13876 -2.14 -1.17 -0.60
C -1.71367 -3.19173 0.00135 -1.93 -1.40 0.67
H 0.01142 -3.81397 1.14474 -0.21 0.02 -0.51
H 1.62329 -3.16425 -0.63328 -0.33 -0.18 -0.15
H 0.85088 -2.03881 -2.69796 -0.37 -0.55 0.16
H -1.57639 -1.53498 -2.97522 0.03 -0.33 0.14
H -3.20270 -2.18782 -1.22154 0.28 -0.31 -0.06
H -2.40658 -3.36501 0.81286 -0.07 -0.49 -0.16
N 2.23916 2.05686 -0.84909 0.50 -0.30 -0.66
C 3.06035 3.14199 -0.86780 -0.06 -0.15 -0.10
C 2.60873 3.95679 0.14740 0.52 0.46 -0.20
C 1.52285 3.30375 0.72668 0.03 -1.04 -0.64
N 1.31029 2.12341 0.11249 -0.10 0.29 0.18
H 2.24392 1.23751 -1.46368 0.21 0.81 0.48
H 3.87362 3.22913 -1.58490 -0.24 0.09 0.25
H 3.01661 4.91044 0.43388 0.04 0.05 -0.02
H 0.89882 3.62489 1.54163 -0.06 -0.02 0.10
```
Forces are in eV/Å.

## Properties
molar mass = 536.87 g/mol
highest occupied orbital energy (alpha / beta) = -19.526 / -19.949 eV
Kohn-Sham gap (alpha / beta) = 7.1 / 5.5 eV
2S+1 = 5
charge = +4
calculated total energy = -59713.96547 eV
<S²> = 6.01

=====

No. 3
A structure of composition C20H37N2RuS, computed with ωB97M-V with the def2-TZVPD basis set.

```
61
Properties=species:S:1:pos:R:3:forces:R:3
Ru 0.28790 -0.92168 -0.47084 0.55 0.31 0.56
C -0.90285 -2.42974 0.86560 -0.15 -0.26 -0.13
C -1.80189 -2.06525 -0.15232 0.12 -0.15 0.55
C -1.09667 -2.42586 -1.42739 0.16 -0.54 -0.55
C 0.02573 -3.24233 -1.08529 -0.43 0.18 -0.18
C 0.20712 -3.19947 0.31712 -0.04 0.05 0.29
C 1.35379 -3.74900 1.09224 0.19 -0.19 0.06
C 0.88663 -4.30361 2.44918 -0.11 0.15 -0.01
C 2.28792 -2.52798 1.30116 -0.18 -0.02 0.00
C 2.08853 -4.83702 0.29727 -0.04 0.13 -0.12
C -1.30357 -1.93243 -2.85257 0.10 0.05 -0.25
C -1.23491 -0.38650 -2.75673 -0.22 -0.36 0.05
C -0.12553 -2.37980 -3.73783 -0.07 0.00 0.15
C -2.60146 -2.41990 -3.50134 -0.12 0.03 0.13
C -3.22450 -1.67693 0.16648 -0.22 0.63 0.11
C -3.79340 -0.47649 -0.61076 0.09 -0.24 -0.08
C -3.35289 -1.34271 1.66518 0.06 -0.21 -0.10
C -4.03174 -2.95903 -0.14361 0.08 -0.18 -0.14
H -1.08371 -2.32430 1.92525 0.07 0.16 -0.04
H 0.62473 -3.81844 -1.77352 0.15 0.25 -0.05
H 0.52888 -3.52042 3.12079 -0.04 -0.03 -0.04
H 1.72524 -4.79011 2.94336 0.04 0.00 -0.01
H 0.10222 -5.04979 2.31763 0.02 -0.02 0.03
H 1.82790 -1.77867 1.95123 0.05 0.00 0.01
H 2.56249 -2.08000 0.32787 0.09 0.00 0.05
H 3.21732 -2.85452 1.76998 0.04 0.00 -0.04
H 1.41194 -5.64188 0.00647 0.02 -0.01 0.00
H 2.86961 -5.27363 0.91605 0.01 0.01 0.04
H 2.57634 -4.43622 -0.59526 -0.05 -0.04 -0.01
H -0.30989 -0.02393 -2.20190 -0.17 0.21 -0.37
H -2.11331 0.05863 -2.29905 0.15 0.04 0.06
H -1.09868 0.03355 -3.75398 0.15 0.08 0.04
H 0.83626 -2.04566 -3.32692 0.03 -0.05 -0.09
H -0.22727 -1.93893 -4.72781 -0.04 0.04 0.01
H -0.10126 -3.46114 -3.87379 0.04 0.00 0.04
H -3.49128 -2.12394 -2.95536 -0.03 0.03 -0.01
H -2.60297 -3.50694 -3.58847 0.03 0.00 -0.03
H -2.67491 -2.00230 -4.50597 0.04 -0.01 -0.01
H -3.22183 0.43016 -0.40214 -0.02 0.04 -0.04
H -4.81587 -0.29960 -0.28399 -0.01 -0.03 0.09
H -3.84623 -0.65113 -1.68165 0.00 0.06 -0.01
H -2.67232 -0.53822 1.95483 -0.03 0.01 0.06
H -3.18658 -2.21684 2.29829 0.05 0.06 0.01
H -4.36567 -1.00585 1.87265 -0.03 0.02 -0.06
H -4.01918 -3.21126 -1.20489 -0.04 0.02 0.06
H -5.06665 -2.79054 0.15311 -0.01 0.02 0.01
H -3.65348 -3.81766 0.41463 -0.04 0.03 0.05
C 2.01209 4.89175 -0.11909 0.28 0.24 -0.08
N 1.32845 3.63841 0.19678 -0.19 -0.02 0.03
C 1.86140 2.44667 0.05349 0.37 0.14 -0.17
S 0.81953 1.09831 0.52378 -0.42 -0.37 0.03
N 3.09668 2.28153 -0.36589 -0.05 0.00 -0.03
C 3.81686 1.02522 -0.54319 0.06 -0.22 -0.11
H 1.33213 5.71551 0.07188 -0.04 -0.04 0.01
H 2.30398 4.92380 -1.17078 -0.07 -0.05 0.00
H 2.89531 5.02715 0.50939 -0.05 -0.07 0.05
H 0.39373 3.70220 0.57367 -0.01 -0.06 0.00
H 3.61617 3.11972 -0.60133 -0.04 0.03 0.05
H 3.43384 0.27160 0.13978 0.00 0.03 0.07
H 4.86719 1.18677 -0.31363 -0.02 0.05 0.04
H 3.74311 0.67362 -1.57368 -0.04 0.05 0.02
```
Forces are in eV/Å.

## Properties
molar mass = 438.67 g/mol
highest occupied orbital energy (alpha / beta) = -18.796 / -19.386 eV
Kohn-Sham gap (alpha / beta) = 6.5 / 6.0 eV
2S+1 = 5
charge = +3
calculated total energy = -37707.03259 eV
<S²> = 6.10

=====

Which formula does entry 1 have?
C20H37F9NO11Zr